Record 1
{"formula": "C2H3IrO2", "method": "the ωB97M-V functional and the def2-TZVPD basis", "elements": ["O", "C", "O", "C", "H", "H", "H", "Ir"], "xyz": [[-1.509617, 0.598139, -1.524926], [-0.930004, -0.516801, -0.585418], [-0.570169, -0.310198, 0.636362], [0.757156, 0.184651, 0.948554], [1.400660, -0.655943, 1.230359], [1.162618, 0.722665, 0.083699], [0.631632, 0.857250, 1.801809], [-0.942276, -0.879764, -2.590438]], "forces_ev_per_angstrom": [[0.98, -0.61, 3.28], [-1.38, 1.94, 1.69], [-1.19, -0.56, -3.57], [1.40, 0.90, 0.63], [-0.37, 0.10, -0.18], [-0.13, -0.10, 0.32], [0.01, -0.16, -0.30], [0.68, -1.51, -1.87]], "relative_energy_kj_mol": 60.5, "multiplicity": 6, "total_charge": 1, "s2": 8.791, "homo_ev": [-13.47, -16.64]}

=====

Record 2
{"formula": "C5H13N", "method": "the ωB97M-V functional and the def2-TZVPD basis", "elements": ["C", "C", "C", "N", "C", "C", "H", "H", "H", "H", "H", "H", "H", "H", "H", "H", "H", "H", "H"], "xyz": [[1.141747, 0.663108, -1.199717], [-0.015468, 0.707843, -0.223308], [-1.357866, 1.125079, -0.968526], [-0.296938, -0.437080, 0.636660], [0.169499, -0.332642, 1.983118], [-0.054452, -1.732323, 0.035896], [1.635340, 1.627004, -1.327924], [0.848276, 0.397431, -2.223511], [1.928526, -0.086942, -1.061222], [0.154354, 1.545649, 0.455629], [-1.089637, 1.538382, -1.932945], [-2.111379, 0.383610, -0.722425], [-1.764540, 1.945620, -0.359533], [-0.332625, -1.086717, 2.613015], [1.232077, -0.582214, 2.189673], [-0.053555, 0.581601, 2.515600], [-0.592811, -1.814055, -0.907919], [-0.424068, -2.469461, 0.746453], [0.983520, -1.973893, -0.249013]], "forces_ev_per_angstrom": [[0.85, -0.70, -1.31], [-1.34, 0.91, 0.02], [1.15, 0.77, 2.29], [0.45, 0.20, -0.49], [0.45, -1.43, 1.52], [-0.19, 0.07, -0.07], [-0.05, 0.07, 0.31], [-0.51, 0.08, 0.12], [-0.05, 0.21, 0.81], [0.31, -0.18, 0.08], [-0.81, -0.54, -0.52], [0.00, -0.57, -1.33], [0.15, 0.25, -0.35], [-0.16, 0.00, -0.35], [0.05, 0.37, -0.54], [-0.11, 0.61, -0.50], [-0.36, -0.01, 0.06], [0.05, -0.30, -0.23], [0.12, 0.20, 0.49]], "relative_energy_kj_mol": 143.2, "smiles": "CC(C)N(C)C", "total_charge": 0, "homo_ev": -8.20}

=====

Record 3
{"formula": "C5H16NSi", "method": "the ωB97M-V functional and the def2-TZVPD basis", "elements": ["C", "C", "C", "C", "C", "N", "Si", "H", "H", "H", "H", "H", "H", "H", "H", "H", "H", "H", "H", "H", "H", "H", "H"], "xyz": [[-3.622397, -0.369503, 0.497257], [1.862808, -0.064177, 1.688878], [1.738621, 2.112433, -0.836326], [2.322871, -0.968354, -1.367202], [-1.354431, -0.340480, -0.600304], [-2.210205, -0.705143, 0.602721], [1.633471, 0.346878, -0.131340], [-3.728647, 0.725881, 0.840324], [-3.948324, -0.597954, -0.543218], [-4.057900, -0.836518, 1.293588], [2.907068, -0.214571, 1.953744], [1.371402, 0.575223, 2.489468], [1.430741, -1.066542, 1.820621], [1.895278, 1.912824, -1.837794], [0.626110, 2.546600, -0.725434], [2.535148, 2.755267, -0.458541], [2.279931, -0.952634, -2.453042], [3.450489, -1.001969, -1.128489], [1.770975, -1.892729, -1.093975], [-1.750982, -0.794382, -1.470353], [-1.367809, 0.718153, -0.602620], [-2.014744, -1.649743, 0.694357], [-1.769476, -0.238560, 1.367682]], "forces_ev_per_angstrom": [[0.31, 3.19, -1.21], [-0.30, -0.18, 0.81], [-2.43, 0.16, 2.57], [1.10, -0.24, 1.50], [-2.84, 0.40, 1.07], [2.36, 1.30, -1.94], [-0.07, 0.69, -0.98], [0.16, -1.40, -1.37], [-0.25, 0.26, 1.17], [-1.83, -1.90, 1.51], [0.26, 0.22, 0.19], [0.64, -0.43, -1.29], [-0.01, 0.05, -0.01], [0.30, -0.09, -2.30], [2.73, -0.41, -0.17], [-0.39, 0.19, 0.08], [-0.37, 0.83, -0.01], [-1.58, -0.58, -0.19], [0.91, 0.10, 0.07], [0.12, -0.85, -0.91], [1.02, 0.97, -0.33], [-0.17, -2.67, 0.71], [0.32, 0.39, 1.03]], "relative_energy_kj_mol": 139.6, "multiplicity": 3, "total_charge": 1, "s2": 2.004, "homo_ev": [-9.03, -13.24]}

=====

Record 4
{"formula": "C5H4AlN2O4S", "method": "the ωB97M-V functional and the def2-TZVPD basis", "elements": ["Al", "O", "C", "C", "O", "C", "O", "C", "O", "N", "C", "N", "S", "H", "H", "H", "H"], "xyz": [[1.180965, 0.540869, -1.143693], [4.850796, -1.083967, -1.525750], [3.761375, -0.609420, -1.399755], [-0.443008, -0.060727, -2.132917], [-1.367449, -0.489420, -2.723317], [0.735776, 2.060743, 0.064658], [0.534875, 2.936999, 0.827118], [1.366567, 1.824356, -2.484333], [1.572033, 2.594064, -3.338266], [-0.841582, -1.815770, 2.202545], [-1.308787, -0.821068, 1.480416], [-2.502710, -0.286201, 1.584716], [-0.264394, -0.214635, 0.347249], [-1.395750, -2.237287, 2.901141], [0.110617, -2.215564, 2.093471], [-2.838933, 0.499625, 0.997150], [-3.150391, -0.622598, 2.249568]], "forces_ev_per_angstrom": [[0.57, -2.27, 1.84], [-8.14, 3.53, 0.96], [7.00, -3.00, -0.87], [-5.88, -3.47, -4.66], [5.30, 2.63, 3.47], [-0.53, 6.35, 5.52], [1.05, -5.17, -4.59], [2.99, 6.85, -8.21], [-1.51, -4.47, 5.13], [0.97, 0.06, -0.57], [-0.92, -1.86, 2.28], [0.55, 1.02, -1.29], [0.87, 1.26, -1.65], [-0.82, -0.66, 1.06], [-1.04, 0.53, 0.03], [0.47, -0.82, 0.55], [-0.92, -0.52, 0.99]], "relative_energy_kj_mol": 272.4, "total_charge": 3, "homo_ev": -22.50}

=====

Record 5
{"formula": "C3H3NO3", "method": "the ωB97M-V functional and the def2-TZVPD basis", "elements": ["O", "C", "C", "N", "O", "C", "O", "H", "H", "H"], "xyz": [[2.368963, -0.094170, -0.114604], [1.240721, 0.027273, -0.120924], [0.587464, 1.313946, -0.075658], [-0.757938, 1.430428, 0.065120], [-1.579232, 0.244127, -0.210743], [-1.041033, -0.945967, -0.032822], [0.429250, -1.145633, 0.076930], [1.260481, 2.051236, 0.286336], [-1.238905, -1.559795, -0.904785], [-1.269772, -1.321445, 1.031153]], "forces_ev_per_angstrom": [[6.20, -0.53, -0.25], [-5.85, -2.95, 0.52], [-5.89, -1.00, 1.10], [2.91, -0.68, -0.72], [1.19, 5.05, -0.56], [2.64, -4.08, 2.75], [0.46, 3.31, -1.12], [-0.11, 1.33, -0.21], [-0.90, -0.41, 0.32], [-0.64, -0.05, -1.83]], "relative_energy_kj_mol": 430.7, "smiles": "O=C1C=NOCO1", "total_charge": 0, "homo_ev": -10.48}

=====

Record 6
{"formula": "C20H56Ag2N5O6", "method": "the ωB97M-V functional and the def2-TZVPD basis", "elements": ["Ag", "Ag", "O", "H", "C", "C", "C", "O", "C", "N", "H", "H", "H", "H", "H", "H", "H", "H", "H", "H", "H", "C", "C", "C", "O", "C", "N", "H", "H", "H", "H", "H", "H", "H", "H", "H", "H", "H", "C", "C", "C", "O", "C", "N", "H", "H", "H", "H", "H", "H", "H", "H", "H", "H", "H", "C", "C", "C", "O", "C", "N", "H", "H", "H", "H", "H", "H", "H", "H", "H", "H", "H", "C", "C", "C", "O", "C", "N", "H", "H", "H", "H", "H", "H", "H", "H", "H", "H", "H"], "xyz": [[-1.548008, -1.035816, -1.734923], [1.285606, -0.906333, 1.252256], [-0.428930, -0.347191, -0.049673], [-0.918616, 0.420088, 0.263314], [-0.899937, -4.261390, 3.026485], [-0.137487, -3.004306, 2.610067], [1.081927, -2.774624, 3.467535], [1.539309, -1.400362, 3.410246], [2.647540, -1.230253, 4.293179], [0.222461, -2.999085, 1.159795], [-1.899747, -4.255292, 2.587351], [-1.029246, -4.320155, 4.106212], [-0.429591, -5.195696, 2.712514], [-0.807079, -2.141584, 2.697688], [1.885070, -3.434642, 3.122567], [0.826358, -2.941823, 4.514017], [2.444249, -1.610036, 5.296846], [2.860718, -0.175063, 4.450218], [3.568593, -1.699493, 3.942352], [0.711809, -3.859209, 0.899209], [-0.707633, -3.122288, 0.753149], [1.522739, -1.376986, -4.124508], [0.910999, -2.665525, -3.566446], [1.909630, -3.789970, -3.423953], [2.460130, -4.079519, -4.679154], [3.258441, -5.247216, -4.682122], [0.255653, -2.408770, -2.266076], [2.365220, -1.029409, -3.520341], [0.789067, -0.569505, -4.199697], [1.885409, -1.519444, -5.140928], [0.101736, -2.856881, -4.274442], [1.366887, -4.675179, -3.051793], [2.735649, -3.599560, -2.725811], [3.729956, -5.261578, -5.667548], [2.719884, -6.194487, -4.628938], [4.099836, -5.186975, -3.987771], [0.926736, -2.159538, -1.537977], [-0.088087, -3.326478, -1.964967], [2.444309, 1.992148, -2.067443], [0.933023, 2.184774, -1.989924], [0.579039, 3.506417, -1.305413], [1.119501, 3.600849, -0.010104], [0.617937, 4.702209, 0.715889], [0.354307, 2.105183, -3.340551], [2.870777, 2.418138, -2.972387], [2.763596, 0.952799, -1.924513], [3.007986, 2.439002, -1.234026], [0.571446, 1.331316, -1.398389], [-0.517194, 3.560975, -1.297048], [1.030895, 4.313185, -1.894406], [1.125669, 4.827462, 1.667642], [-0.461857, 4.581237, 0.867624], [0.700665, 5.664142, 0.199558], [-0.131028, 2.974776, -3.551848], [-0.335904, 1.367794, -3.368089], [3.005663, 3.264099, 2.032786], [2.297530, 1.942328, 2.264279], [0.786008, 2.104761, 2.344054], [0.200063, 0.817451, 2.535729], [-1.131077, 0.954852, 2.991217], [2.569948, 1.084022, 1.038277], [4.093601, 3.212413, 2.032447], [2.706096, 3.991801, 2.792551], [2.679489, 3.715694, 1.092348], [2.611267, 1.323987, 3.100436], [0.346163, 2.751218, 1.575621], [0.574969, 2.670625, 3.263365], [-1.199975, 1.360138, 4.003158], [-1.674251, 0.008760, 2.991698], [-1.742680, 1.625719, 2.375303], [2.418834, 1.734398, 0.251411], [3.598200, 1.099375, 0.992884], [-2.757584, 2.279242, -0.511873], [-3.568276, 1.050480, -0.159530], [-5.044839, 1.414453, -0.025709], [-5.767613, 0.353077, 0.529709], [-7.178597, 0.593832, 0.483348], [-3.494452, 0.026612, -1.255621], [-3.007533, 2.776412, -1.450727], [-1.702692, 1.986305, -0.531042], [-2.868829, 3.066206, 0.236197], [-3.264853, 0.605288, 0.790686], [-5.431565, 1.593987, -1.043661], [-5.184416, 2.360367, 0.510293], [-7.612596, 0.644473, -0.521374], [-7.338984, 1.567722, 0.956059], [-7.674868, -0.222110, 0.998326], [-4.302466, -0.574972, -1.038804], [-3.830105, 0.536152, -2.078346]], "forces_ev_per_angstrom": [[0.29, -0.03, 0.06], [0.26, 0.57, -0.66], [-0.36, -0.53, -0.63], [0.10, 0.21, 0.21], [-0.21, -0.16, -0.12], [-0.14, 0.03, 0.38], [-0.02, -0.06, 0.21], [0.04, -0.73, -0.42], [1.05, 0.57, 0.73], [-0.29, 0.03, 0.52], [0.02, 0.02, 0.00], [0.00, 0.12, 0.00], [0.26, 0.13, -0.02], [0.04, -0.04, 0.29], [0.09, -0.08, 0.37], [0.13, -0.33, -0.05], [-0.38, -0.25, -0.19], [-0.28, 0.08, -0.34], [-0.19, -0.20, -0.26], [0.29, 0.19, 0.25], [0.34, 0.50, -0.62], [0.17, 0.11, 0.24], [0.15, 2.02, -1.19], [0.00, -1.25, -0.54], [-0.59, 0.28, 0.35], [1.01, -0.10, -1.25], [-0.97, -0.24, 1.18], [-0.01, 0.01, 0.01], [-0.05, -0.06, 0.18], [0.08, -0.28, 0.08], [0.09, -0.86, 0.14], [0.04, -0.08, 0.13], [-0.18, 0.47, 0.30], [-0.09, 0.05, 0.03], [-0.34, 0.19, 0.52], [-0.28, -0.05, 0.40], [0.15, 0.22, -0.29], [-0.14, 0.16, 0.03], [1.01, -0.05, 0.71], [0.79, -0.45, 0.35], [0.05, -0.08, -0.83], [-0.04, -0.17, -0.45], [-1.00, 1.15, -0.29], [-0.28, 0.32, 0.57], [-0.06, -0.17, -0.11], [-0.31, -0.16, -0.77], [-0.34, 0.62, -0.23], [-0.27, 0.36, 0.09], [0.12, 0.47, 0.10], [-0.45, 0.12, -0.23], [-0.09, -0.26, -0.09], [0.01, -0.08, 0.27], [0.34, -0.20, -0.31], [0.09, -0.14, -0.29], [-0.14, 0.04, -0.22], [0.08, 0.68, 0.59], [-0.83, -0.51, -1.58], [0.20, 0.89, 1.92], [-0.61, 0.47, -0.54], [-1.10, 0.06, 0.30], [0.60, 0.59, 0.50], [0.01, -0.26, 0.17], [0.27, -0.19, 0.23], [0.51, -0.50, 0.26], [0.25, 0.47, 0.27], [0.05, -1.29, -0.11], [0.21, -0.04, 0.11], [0.36, -0.03, 0.06], [0.45, -0.25, -0.03], [0.33, 0.14, -0.26], [-0.93, -0.67, 0.02], [-0.14, -1.10, 0.13], [0.61, -0.06, 0.41], [-0.90, 0.57, -0.07], [-0.45, 0.13, -0.56], [0.39, -0.36, -0.35], [-0.13, 0.41, 0.19], [0.03, -0.05, 0.17], [-0.16, -0.41, -0.19], [0.07, 0.34, -0.22], [0.01, -0.21, 0.19], [0.22, -0.13, -0.15], [0.05, 0.25, -0.04], [0.10, -0.12, 0.27], [0.49, -0.06, -0.18], [-0.42, -0.24, 0.19], [0.09, 0.14, 0.26], [0.47, -0.45, -0.09], [0.34, -0.18, -0.18]], "relative_energy_kj_mol": 94.9, "multiplicity": 3, "total_charge": 3, "s2": 2.010, "homo_ev": [-16.61, -16.60]}

=====

Record 7
{"formula": "C6H6O", "method": "the ωB97M-V functional and the def2-TZVPD basis", "elements": ["C", "C", "C", "C", "C", "C", "O", "H", "H", "H", "H", "H", "H"], "xyz": [[-1.540864, -1.821559, -0.951953], [-0.907075, -0.987959, -0.318519], [-0.109709, 0.168701, -0.062831], [-0.781463, 1.415713, 0.340406], [-1.258837, 2.474978, 0.676665], [1.366045, 0.089371, 0.329425], [1.947707, -0.999437, -0.343919], [-2.080269, -2.722097, -0.799067], [0.069046, -0.299298, -1.178039], [-1.692297, 3.429893, 0.914467], [1.555710, 0.061811, 1.409070], [1.840689, 0.994252, -0.069395], [1.591323, -1.804368, 0.053684]], "forces_ev_per_angstrom": [[0.27, -0.30, 1.15], [-1.02, -1.02, 0.83], [0.35, -0.16, -1.40], [-0.03, 0.35, -0.60], [0.30, -0.68, -0.32], [0.07, 0.03, 0.20], [0.27, -0.33, 0.26], [-0.44, -0.26, -0.42], [0.25, 3.08, 0.33], [0.17, -0.45, 0.00], [-0.19, -0.08, -0.05], [-0.11, -0.19, 0.17], [0.12, -0.02, -0.16]], "relative_energy_kj_mol": 591.2, "smiles": "C#CC(C#C)CO", "total_charge": 0, "homo_ev": -8.94}